# 1
ORCA calculation (wB97M-V/def2-TZVPD) on a structure of composition C5H8N2O in a non-equilibrium geometry.

Each line ends with the natural charge from an NBO analysis.
Positions of all 16 atoms, in Å:
C  1.18812  -1.29800  0.13032  -0.271
C  0.05197  1.58705  0.00972  -0.032
C  -1.13739  0.88197  0.47126  0.050
C  -1.72605  -0.57040  -0.48913  -0.322
C  -0.20322  -0.74660  -0.20874  -0.029
H  1.90165  -2.10160  -0.37048  0.241
H  0.93060  -1.74746  1.30526  0.220
H  2.71828  0.25609  -0.31503  0.371
H  -0.41271  2.44977  -0.61747  0.171
H  -1.90417  1.56360  1.11525  0.218
H  -1.99326  -0.51942  -1.54503  0.191
H  -2.33130  -1.09163  0.26133  0.222
H  0.27675  0.12647  -0.88683  0.195
N  1.91208  0.13899  0.23297  -0.419
N  1.26055  1.26989  -0.11786  -0.240
O  -0.53189  -0.19873  1.02447  -0.567

For the LUMO energy, the calculation gives 0.86 eV. The HOMO energy comes out at -8.62 eV. The calculated total energy is -10332.896 eV. The frontier orbital gap is 0.3485 Ha. The energy relative to the best compared isomer or geometry (same formula, charge and spin) comes out at 948.49 kJ/mol.

=====

# 2
ORCA calculation (wB97M-V/def2-TZVPD) on a structure of composition C29H36N5O2Pd in a non-equilibrium geometry.

Each line ends with the Mulliken charge.
Positions of all 73 atoms, in Å:
Pd  1.22081  0.96439  -0.14000  0.695
C  6.43409  0.14039  0.35672  -1.489
C  5.79590  1.48554  -0.01533  2.380
C  6.19235  2.54743  1.01731  -1.440
C  6.27657  1.91646  -1.40737  -1.664
C  4.32609  1.34117  -0.03316  0.319
C  3.12379  1.19880  -0.07297  -1.211
H  7.52212  0.22782  0.34856  0.434
H  6.14339  -0.63515  -0.35212  0.373
H  6.12310  -0.17570  1.35442  0.242
H  7.27833  2.65663  1.04132  0.406
H  5.85695  2.26608  2.01725  0.357
H  5.75612  3.51614  0.76956  0.368
H  7.36540  1.99284  -1.41859  0.428
H  5.86040  2.88792  -1.67855  0.335
H  5.97264  1.19162  -2.16278  0.378
C  3.48643  -0.75486  4.47268  -1.251
C  2.40163  -0.79429  3.44888  0.917
C  1.19944  -1.46948  3.41336  -1.238
C  0.59849  -1.12724  2.19073  -0.214
N  1.38777  -0.28510  1.52831  -0.302
N  2.47097  -0.09722  2.30868  0.182
C  -0.71857  -1.57573  1.65825  -0.336
H  3.26111  -1.44728  5.27956  0.344
H  3.58737  0.24352  4.89910  0.313
H  4.44577  -1.03852  4.03873  0.297
H  0.80896  -2.13233  4.16651  0.402
H  3.22518  0.46358  1.92385  0.048
H  -1.10907  -2.39766  2.25475  0.473
H  -0.63289  -1.90252  0.62155  0.165
H  -1.43821  -0.75852  1.68379  0.095
C  -2.93581  -4.28217  0.48729  -1.077
O  -3.54875  -2.99924  0.57830  -0.188
C  -4.86462  -2.91424  0.28916  0.937
C  -5.69151  -4.00490  0.03963  -0.712
C  -7.04657  -3.81498  -0.20739  -0.756
C  -7.59650  -2.54586  -0.21007  -0.745
C  -6.77254  -1.45475  0.01877  -0.505
C  -5.41925  -1.63188  0.24880  0.210
N  -4.62399  -0.47204  0.52328  0.001
C  -3.46288  -0.09785  0.02077  -0.584
C  -2.74186  -0.60764  -1.05656  0.970
C  -3.27436  -1.51724  -2.01811  -0.527
C  -2.52357  -1.94789  -3.06281  -0.909
C  -1.18862  -1.48326  -3.18969  -0.767
C  -0.64353  -0.59915  -2.30561  -0.387
C  -1.39250  -0.11459  -1.19431  0.611
O  -0.90734  0.71930  -0.35622  -0.961
H  -1.88270  -4.12606  0.69621  0.264
H  -3.05060  -4.69482  -0.51629  0.451
H  -3.35400  -4.96956  1.22378  0.389
H  -5.28940  -5.00624  0.05205  0.431
H  -7.67369  -4.67734  -0.38970  0.412
H  -8.65073  -2.40102  -0.39809  0.398
H  -7.17543  -0.44905  0.00269  0.464
H  -5.00539  0.13566  1.23373  0.330
H  -3.02138  0.76068  0.51835  0.633
H  -4.30262  -1.83943  -1.93058  0.528
H  -2.93727  -2.61869  -3.80222  0.450
H  -0.58949  -1.82457  -4.02528  0.412
H  0.36375  -0.22991  -2.44719  0.618
C  -1.03176  5.34601  -2.47401  -0.837
N  0.02208  4.49775  -1.93064  0.179
C  1.34376  4.84146  -1.76833  -0.431
C  1.96198  3.75853  -1.23711  -0.657
N  1.02837  2.75846  -1.07009  0.070
C  -0.12478  3.23579  -1.50205  -0.807
H  -0.59028  6.28749  -2.78611  0.306
H  -1.78782  5.54500  -1.71784  0.325
H  -1.49033  4.87009  -3.33761  0.333
H  1.71420  5.81351  -2.04059  0.406
H  2.99087  3.60793  -0.96831  0.323
H  -1.05563  2.69798  -1.50297  0.592

For the LUMO energy, the calculation gives -3.18 eV. The HOMO energy comes out at -10.70 eV. The calculated total energy is -45676.114 eV. As for the total charge: +1. The frontier orbital gap is 0.2762 Ha. The energy relative to the best compared isomer or geometry (same formula, charge and spin) comes out at 0.00 kJ/mol.

=====

# 3
ORCA calculation (wB97M-V/def2-TZVPD) on an isolated molecule of C2H6N2O in a non-equilibrium geometry.

Each line ends with the natural charge from an NBO analysis.
Positions of all 11 atoms, in Å:
N  0.27506  1.55020  0.64779  -0.824
C  -0.03206  0.16609  0.88221  -0.316
C  0.38284  -0.71330  -0.30489  0.658
N  -0.67264  -1.30058  -0.97438  -0.837
O  1.50376  -0.67895  -0.75544  -0.603
H  -0.14073  1.94871  -0.18070  0.359
H  1.26752  1.73875  0.63342  0.374
H  -1.09197  0.04522  1.12002  0.189
H  0.49580  -0.22727  1.75341  0.218
H  -1.56894  -0.84155  -0.94791  0.388
H  -0.41861  -1.68732  -1.87353  0.392

For the LUMO energy, the calculation gives 0.88 eV. The HOMO energy comes out at -9.23 eV. The structure (SMILES) is NCC(N)=O. The calculated total energy is -7199.240 eV. The frontier orbital gap is 0.3717 Ha. The energy relative to the best compared isomer or geometry (same formula, charge and spin) comes out at 52.79 kJ/mol.

=====

# 4
ORCA calculation (wB97M-V/def2-TZVPD) on a structure of composition C31H43BiN8OS4SeSi in a non-equilibrium geometry.

Each line ends with the Mulliken charge.
Positions of all 90 atoms, in Å:
Bi  0.94709  -0.04675  0.49935  1.638
C  -0.90054  -2.36763  -3.04392  -0.693
N  0.50790  -2.06863  -3.03349  0.365
C  1.35955  -1.71040  -4.07613  -0.386
C  2.60642  -1.51475  -3.57434  -0.538
N  2.48903  -1.68677  -2.18007  0.772
C  1.23966  -2.13616  -1.88403  -0.365
S  0.69247  -2.62365  -0.36150  -0.429
C  3.55016  -1.57491  -1.26317  -0.085
C  4.70532  -2.29304  -1.46887  -0.799
C  5.75615  -2.08616  -0.61640  -0.471
C  5.64823  -1.11044  0.39394  -0.767
C  4.41775  -0.45608  0.58717  -0.293
N  3.42514  -0.74176  -0.28090  0.158
H  -1.15313  -3.41488  -2.96313  0.383
H  -1.30585  -2.04532  -4.05481  0.286
H  -1.54508  -1.84959  -2.28649  0.133
H  1.02321  -1.56245  -5.05880  0.547
H  3.38238  -0.96693  -4.02895  0.433
H  4.80028  -3.10996  -2.16773  0.493
H  6.67191  -2.63985  -0.74552  0.489
H  6.49563  -0.88225  1.03138  0.449
H  4.11214  0.26811  1.34664  0.437
C  1.03207  1.89780  -5.15151  -0.655
Si  -0.23210  2.99758  -4.29312  0.212
C  0.60337  4.38747  -3.24440  -1.035
C  -1.54301  3.82429  -5.30166  -1.208
C  -1.04328  1.87151  -3.02339  -0.189
C  -2.44259  1.73659  -3.00922  -0.179
C  -3.10929  1.13108  -1.97664  -1.151
C  -2.36647  0.41969  -1.03742  -0.664
N  -1.04657  0.48253  -1.05228  0.731
C  -0.40558  1.23337  -1.98217  0.553
S  1.35550  1.36383  -1.73868  -0.496
H  1.85625  2.54091  -5.56316  0.370
H  0.58545  1.38758  -6.03807  0.322
H  1.44336  1.12488  -4.52408  -0.110
H  -0.05210  4.68979  -2.41494  0.216
H  0.92324  5.23598  -3.81841  0.489
H  1.49906  4.02433  -2.77218  0.301
H  -1.16687  4.70140  -5.80987  0.372
H  -2.26956  4.29220  -4.64909  0.370
H  -2.02835  3.24175  -6.06429  0.391
H  -3.06920  2.06198  -3.85105  0.424
H  -4.15176  0.93044  -2.00720  0.433
H  -2.77503  -0.26471  -0.34150  0.354
C  3.88118  -2.89879  4.03509  -1.143
S  2.30043  -2.35656  3.44133  0.543
C  1.87695  -1.38878  4.79849  -0.745
O  2.64010  -1.38267  2.31470  -0.557
H  3.75776  -3.44386  4.98073  0.418
H  4.47123  -2.04631  4.08278  0.349
H  4.32787  -3.54461  3.28188  0.361
H  1.94136  -2.01943  5.71098  0.456
H  0.78746  -1.21834  4.70027  0.108
H  2.43556  -0.46456  4.82307  0.303
C  -3.65556  -2.06463  4.27316  -0.937
N  -3.40748  -2.66873  2.96107  0.323
C  -2.29507  -2.49556  2.23689  -0.253
Se  -1.04503  -1.04644  2.62813  -0.436
N  -2.40680  -3.22104  1.09778  0.441
C  -3.61441  -4.00194  1.11373  0.120
C  -4.22500  -4.83710  0.26270  -0.463
C  -5.50640  -5.30557  0.52435  -0.585
C  -6.13437  -4.91017  1.70477  -0.650
C  -5.49479  -4.10152  2.70987  -0.610
C  -4.25164  -3.58887  2.25688  0.579
H  -3.64523  -2.80281  5.00347  0.355
H  -4.66657  -1.63131  4.23892  0.352
H  -2.95196  -1.21917  4.46135  0.280
H  -1.65694  -3.27641  0.41700  -0.099
H  -3.76835  -5.20733  -0.65598  0.362
H  -5.94335  -6.00680  -0.17102  0.414
H  -7.05267  -5.23352  1.93070  0.536
H  -6.08413  -3.76067  3.53816  0.383
C  -0.05681  4.42700  4.28866  -0.888
N  0.45527  4.56165  2.92298  0.186
C  1.01449  5.83747  2.47094  -0.610
C  1.12632  5.56539  0.95925  -0.592
N  1.07765  4.11768  0.90357  0.129
C  0.52301  3.60106  1.98661  0.126
S  -0.18677  2.04960  2.19483  -0.380
H  0.68077  4.66697  5.05335  0.317
H  -0.33993  3.35070  4.47471  0.195
H  -0.96863  5.03046  4.33881  0.347
H  2.02234  5.99333  2.96188  0.303
H  0.37984  6.69648  2.66874  0.358
H  1.98695  6.01703  0.46671  0.379
H  0.21829  5.91338  0.48011  0.315
H  0.93064  3.62330  0.02172  0.003

For the LUMO energy, the calculation gives -4.94 eV. The HOMO energy comes out at -12.60 eV. The calculated total energy is -169207.495 eV. As for the total charge: +2. The frontier orbital gap is 0.2815 Ha. The energy relative to the best compared isomer or geometry (same formula, charge and spin) comes out at 102.78 kJ/mol.

=====

# 5
ORCA calculation (wB97M-V/def2-TZVPD) on an isolated molecule of C3H3NOS2 in a non-equilibrium geometry.

Each line ends with the natural charge from an NBO analysis.
Positions of all 10 atoms, in Å:
N  -1.11948  -0.86227  0.12918  -1.011
S  0.53861  -1.21548  -0.00317  0.484
C  0.98225  0.51918  -0.13256  -0.538
C  -0.05062  1.38621  -0.04349  0.798
O  -0.78415  2.30464  0.00502  -0.418
C  2.27862  1.10927  0.02414  -0.283
S  3.61881  0.22218  0.01173  -0.008
H  -1.70895  -1.25298  0.96612  0.395
H  -1.59926  -1.34468  -0.62917  0.380
H  2.20412  2.18065  0.05609  0.203

For the LUMO energy, the calculation gives -0.14 eV. The HOMO energy comes out at -8.37 eV. The structure (SMILES) is NSC(=C=O)C=S. The calculated total energy is -28365.459 eV. The frontier orbital gap is 0.3026 Ha. The energy relative to the best compared isomer or geometry (same formula, charge and spin) comes out at 229.19 kJ/mol.

=====

# 6
ORCA calculation (wB97M-V/def2-TZVPD) on a cluster of 5 separate species, C5H21N2O4 in total.

Each line ends with the natural charge from an NBO analysis.
Positions of all 32 atoms, in Å:
C  -0.25730  -0.44487  3.50859  -0.628
C  0.73478  -0.10175  2.41236  -0.044
C  0.33381  -0.65506  1.04984  -0.450
C  -0.76856  0.12299  0.38948  -0.141
C  -0.52823  0.68392  -0.77572  -0.075
N  -1.61046  1.17984  -1.65293  -0.729
N  2.10580  -0.55184  2.67900  -0.855
H  -0.17346  -1.47632  3.84277  0.218
H  -0.14552  0.24512  4.34610  0.224
H  -1.29229  -0.31813  3.17516  0.203
H  0.76760  0.97459  2.33690  0.182
H  1.22800  -0.62652  0.43352  0.223
H  -0.04812  -1.67403  1.13594  0.227
H  -1.71827  0.26533  0.88078  0.229
H  0.41710  0.66457  -1.28850  0.233
H  -2.57048  1.16288  -1.29307  0.462
H  -1.36657  2.05689  -2.08965  0.427
H  -1.53090  0.47241  -2.42180  0.475
H  2.23443  -1.50008  2.35554  0.359
H  2.32267  -0.51065  3.66335  0.379
H  2.50151  -0.88515  -2.99922  0.487
H  2.03484  -0.95253  -1.61196  0.506
O  1.66430  -0.96722  -2.51768  -0.987
H  -4.38545  1.41954  1.02680  0.496
H  -4.79705  0.50493  -0.07280  0.488
O  -4.08871  1.12161  0.15730  -0.972
H  0.11284  -0.36965  -3.65618  0.523
H  -1.12360  -1.27480  -3.92650  0.506
O  -0.86418  -0.37637  -3.65710  -0.974
H  3.18667  -0.22770  0.60183  0.496
H  3.35558  1.04815  -0.17215  0.487
O  3.23717  0.09997  -0.31072  -0.975

For the LUMO energy, the calculation gives -2.61 eV. The HOMO energy comes out at -12.50 eV. The calculated total energy is -16690.048 eV. As for the total charge: +1. The frontier orbital gap is 0.3634 Ha. The energy relative to the best compared isomer or geometry (same formula, charge and spin) comes out at 74.89 kJ/mol.

=====

# 7
ORCA calculation (wB97M-V/def2-TZVPD) on a cluster of 2 separate species, C4H13NOS in total in a non-equilibrium geometry.

Each line ends with the natural charge from an NBO analysis.
Positions of all 20 atoms, in Å:
C  1.64780  -2.99789  0.11248  -0.629
C  1.00442  -1.61036  0.11461  -0.507
S  1.28118  -0.63183  -1.41651  -0.051
H  2.74729  -2.91341  -0.01511  0.222
H  1.24384  -3.65369  -0.66646  0.231
H  1.64689  -3.44139  1.11084  0.227
H  -0.06509  -1.69158  0.19381  0.201
H  1.20324  -1.07749  1.03294  0.205
H  2.59829  -0.34038  -1.21844  0.153
C  -0.76345  1.16363  0.25562  -0.103
O  -0.07738  2.15344  -0.66947  -0.712
C  -1.90490  1.83183  0.98897  -0.324
N  -2.67645  0.88963  1.80800  -0.236
H  -1.19987  0.34400  -0.41510  0.213
H  -0.08575  0.78020  0.97809  0.187
H  0.61280  1.58538  -1.05774  0.497
H  -1.56115  2.71680  1.57231  0.333
H  -2.59684  2.30317  0.26775  0.273
H  -3.50239  1.25811  2.22355  0.413
H  -2.08922  0.46147  2.52734  0.408

For the LUMO energy (alpha / beta), the calculation gives -3.77 / -9.36 eV. The HOMO energy (alpha / beta) comes out at -12.65 / -12.59 eV. Its spin multiplicity is 2. The calculated total energy is -18721.419 eV. As for the total charge: +1. Its expectation value of S² is 0.755. The frontier orbital gap (alpha / beta) is 0.3261 / 0.1185 Ha. The energy relative to the best compared isomer or geometry (same formula, charge and spin) comes out at 216.32 kJ/mol.

=====

# 8
ORCA calculation (wB97M-V/def2-TZVPD) on a cluster of 2 separate species, C15H18O in total in a non-equilibrium geometry.

Each line ends with the natural charge from an NBO analysis.
Positions of all 34 atoms, in Å:
C  -0.53849  -0.24413  3.73942  -0.608
C  -0.13826  -0.91753  2.42521  -0.417
C  1.15576  -0.30281  1.85095  -0.033
C  1.19777  0.03678  0.51874  -0.187
C  2.39501  0.58948  0.00227  -0.300
C  3.51934  0.58131  0.77629  0.288
O  4.74917  1.09630  0.44554  -0.670
C  3.46471  0.12249  2.11098  -0.245
C  2.30275  -0.35128  2.66210  -0.202
H  -1.40091  -0.60861  4.28968  0.211
H  -0.82655  0.80680  3.57495  0.205
H  0.28807  -0.19676  4.44327  0.199
H  0.04235  -1.98498  2.57316  0.206
H  -0.91879  -0.74229  1.68433  0.209
H  0.34299  -0.16549  -0.11198  0.223
H  2.33284  1.05976  -0.97206  0.211
H  4.67064  1.57019  -0.36728  0.474
H  4.34393  0.27962  2.72475  0.220
H  2.18561  -0.76604  3.65101  0.214
C  -2.04695  -1.77348  -3.66984  -0.643
C  -1.90720  -0.62555  -2.78311  -0.011
C  -2.77995  -0.47996  -1.68785  -0.212
C  -2.81561  0.74399  -1.04511  -0.210
C  -1.86868  1.73972  -1.17995  -0.224
C  -0.87395  1.50436  -2.15226  -0.210
C  -0.94818  0.40272  -2.96063  -0.223
H  -3.09066  -2.09137  -3.76528  0.220
H  -1.51944  -2.66782  -3.32667  0.227
H  -1.76144  -1.60412  -4.71415  0.222
H  -3.34642  -1.37374  -1.47585  0.213
H  -3.63420  1.00065  -0.36858  0.210
H  -1.96275  2.71190  -0.73211  0.219
H  -0.21480  2.36044  -2.26721  0.214
H  -0.39769  0.28946  -3.89273  0.209

For the LUMO energy, the calculation gives 0.81 eV. The HOMO energy comes out at -8.28 eV. The structure (SMILES) is CCc1ccc(O)cc1.Cc1ccccc1. The calculated total energy is -17893.710 eV. The frontier orbital gap is 0.3341 Ha. The energy relative to the best compared isomer or geometry (same formula, charge and spin) comes out at 92.80 kJ/mol.